Record 1
{"formula": "ClHgMg2N2O10", "method": "ωB97M-V/def2-TZVPD", "elements": ["Mg", "Mg", "Hg", "Cl", "O", "O", "O", "O", "N", "O", "O", "O", "N", "O", "O", "O"], "positions_angstrom": [[-6.918672, -6.653418, -2.783207], [-6.827850, -8.622584, -8.131729], [-2.499429, -8.327218, -3.783711], [-4.029449, -5.113260, -3.176593], [-3.628110, -3.927612, -2.465290], [-5.067559, -5.857792, -2.716132], [-4.240974, -4.776492, -4.503384], [-3.043737, -6.090174, -2.962719], [-8.573303, -8.912411, -1.404175], [-7.609970, -8.197454, -1.728042], [-9.222229, -9.324257, -2.233558], [-8.779547, -9.424843, -0.362467], [-5.702841, -8.418710, -5.195435], [-4.504019, -8.532649, -5.143681], [-6.355044, -8.484380, -6.239477], [-6.399863, -8.082118, -4.148141]], "forces_ev_per_a": [[0.29, -1.03, 1.14], [0.21, -0.09, 0.88], [0.10, 1.26, 0.87], [4.72, 8.01, -1.17], [-1.29, -2.33, -0.03], [-9.72, -3.22, 3.50], [-0.49, -0.33, -2.47], [6.30, -3.78, -0.22], [1.56, -1.27, 2.70], [3.29, 3.86, 0.14], [-5.63, -1.85, -8.67], [1.31, 0.58, 5.20], [-1.17, 2.74, 4.86], [-0.27, -0.75, -0.97], [-0.95, -0.71, -3.24], [1.72, -1.08, -2.55]], "e_homo_ev": -17.41, "total_charge": 3}

***

Record 2
{"formula": "C16H24CuF14N9O29S4", "method": "ωB97M-V/def2-TZVPD", "elements": ["Cu", "C", "F", "F", "F", "S", "O", "O", "N", "S", "O", "O", "C", "F", "F", "F", "C", "F", "F", "F", "S", "O", "O", "N", "S", "O", "O", "C", "F", "F", "F", "N", "O", "O", "O", "C", "N", "O", "O", "H", "H", "H", "C", "N", "O", "O", "H", "H", "H", "C", "N", "O", "O", "H", "H", "H", "C", "N", "O", "O", "H", "H", "H", "C", "N", "O", "O", "H", "H", "H", "C", "N", "O", "O", "H", "H", "H", "C", "C", "O", "C", "O", "O", "F", "H", "H", "H", "C", "C", "O", "C", "O", "O", "F", "H", "H", "H"], "positions_angstrom": [[1.428032, -2.176367, 1.658538], [-1.286255, -5.178162, 3.204273], [-2.328291, -4.605696, 3.758696], [-1.163945, -6.415137, 3.801377], [-1.554063, -5.302952, 1.931989], [0.289238, -4.321735, 3.410393], [-0.076037, -2.942193, 3.687620], [0.984985, -4.973558, 4.435434], [0.998821, -4.244992, 1.910584], [1.712331, -5.640612, 1.328027], [3.129350, -5.449313, 1.380312], [1.144623, -6.863159, 1.785318], [1.139857, -5.480921, -0.441787], [1.101544, -6.692398, -0.935948], [-0.138883, -4.991461, -0.466580], [1.922647, -4.685617, -1.132545], [2.554590, -0.167862, -2.822466], [2.740597, -1.394239, -3.427927], [3.861727, 0.172320, -2.485755], [2.005392, 0.592592, -3.797197], [1.313598, -0.462975, -1.444743], [0.181592, -0.930889, -2.175481], [1.994690, -1.428800, -0.652957], [1.249234, 0.897602, -0.602445], [0.589573, 2.292440, -0.959404], [1.404590, 3.349741, -0.377439], [-0.027511, 2.378896, -2.281762], [-0.992230, 2.208623, 0.162212], [-1.916747, 3.032261, -0.345232], [-1.466444, 0.989522, 0.346497], [-0.619184, 2.700605, 1.328742], [3.556980, -1.461184, 2.436660], [2.499361, -0.709773, 2.317520], [4.615888, -1.029385, 2.779681], [3.409209, -2.642946, 1.897867], [-2.242551, 2.655930, -4.623686], [-3.193333, 2.752744, -3.373196], [-3.758330, 3.769965, -3.042548], [-3.374508, 1.672745, -2.781687], [-1.853810, 3.667954, -4.661825], [-2.786527, 2.115241, -5.397949], [-1.481606, 1.928643, -4.267557], [-2.665916, -1.436645, 1.966911], [-1.176066, -1.281693, 1.952301], [-0.684546, -0.460441, 2.697651], [-0.532345, -2.055557, 1.189763], [-3.049403, -1.826883, 1.010777], [-3.134103, -0.479518, 2.116361], [-2.982771, -2.079840, 2.773112], [0.554378, 2.258445, 5.961446], [-0.435685, 3.152130, 6.708029], [-1.159826, 2.544517, 7.435198], [-0.418013, 4.324847, 6.477319], [-0.114116, 1.376826, 5.809186], [1.325229, 1.933882, 6.657649], [0.978940, 2.870276, 5.156609], [-0.494345, -3.966431, -3.358777], [-0.667087, -4.202465, -4.791312], [0.071227, -3.653493, -5.575587], [-1.636380, -4.878212, -5.200539], [-1.161185, -4.591522, -2.849163], [-0.691771, -2.924994, -3.055876], [0.493067, -4.231359, -3.047826], [6.099980, 0.758680, 0.863912], [5.849856, 1.898866, -0.119402], [4.705378, 2.218488, -0.309594], [6.869874, 2.425800, -0.645511], [5.512025, -0.058006, 0.480856], [5.938319, 1.176234, 1.840786], [7.184861, 0.572465, 0.815613], [-5.409348, 2.794198, -0.348300], [-4.841690, 1.553785, 0.236269], [-4.866916, 0.565683, -0.412986], [-4.396064, 1.669303, 1.370814], [-5.009566, 3.579504, 0.321408], [-6.455869, 2.766678, -0.225431], [-5.051195, 2.857081, -1.368687], [3.417010, 4.932380, 1.175161], [2.771595, 6.115243, 0.471413], [3.808566, 7.060385, 0.345635], [4.735476, 6.779480, 1.319939], [5.727851, 7.379046, 1.565490], [4.417712, 5.615969, 1.961381], [1.726673, 6.606407, 1.173213], [3.988871, 4.310337, 0.465061], [2.801526, 4.423142, 1.903521], [2.404109, 5.957591, -0.573933], [-4.736801, -1.314841, -2.714469], [-3.226495, -1.601960, -2.869673], [-2.886581, -0.838537, -3.977718], [-4.002878, -0.271940, -4.473107], [-3.933307, 0.414878, -5.498390], [-5.114556, -0.522454, -3.829474], [-3.108113, -2.909037, -3.202579], [-5.051654, -0.759786, -1.851592], [-5.279284, -2.225552, -2.916324], [-2.576860, -1.306868, -2.070135]], "forces_ev_per_a": [[0.60, -1.67, -0.57], [-0.33, -2.60, 0.66], [-0.28, 0.88, 0.70], [-0.18, 1.16, -0.92], [-0.19, -0.44, -0.99], [0.86, 2.94, -1.37], [-0.07, -0.41, -0.37], [0.99, -1.41, 0.78], [-0.79, -1.23, 1.61], [0.87, 1.71, 0.27], [-0.38, -0.29, -0.52], [-0.61, 0.07, 0.36], [-1.22, 0.44, 1.13], [0.26, -0.52, -0.72], [1.01, -0.21, -0.12], [0.13, 0.09, -0.29], [1.37, -1.69, -1.73], [-0.50, 0.74, 0.76], [-2.59, 0.54, -0.19], [1.04, 0.18, 1.36], [0.80, 2.25, -0.49], [-0.81, 0.41, 0.02], [0.48, -1.06, 1.46], [0.25, -1.14, -0.73], [-1.64, -0.22, 0.10], [-1.04, -0.98, -1.07], [1.20, 0.25, 1.07], [1.92, 1.35, -0.75], [-0.24, -0.58, 0.00], [-0.43, -0.24, -0.41], [-0.16, 0.03, 0.95], [0.21, 0.16, -2.48], [0.67, -0.34, 0.93], [-0.55, -0.38, 0.62], [-0.62, 1.59, 1.31], [0.06, -0.48, 2.65], [-0.10, -2.27, -0.25], [0.58, 0.14, -0.53], [0.20, 1.41, -0.44], [-0.04, -0.12, -0.90], [-0.21, 0.84, -0.16], [-0.28, 0.75, -0.18], [-0.51, -0.02, -1.02], [-0.17, 0.41, 0.47], [-0.34, -1.37, -1.32], [-0.62, 1.52, 0.89], [0.67, -0.02, 0.36], [0.27, 0.59, 0.12], [0.49, -0.37, 0.31], [-1.03, -0.05, 0.53], [2.04, -1.24, -1.27], [-1.38, -0.12, 1.36], [-0.28, 1.19, 0.14], [1.04, 0.66, -0.87], [-0.02, 0.27, 0.13], [-0.37, -0.74, -0.06], [0.21, 0.68, 0.60], [-1.94, -0.19, -2.19], [0.70, 0.16, 0.45], [1.29, 0.56, 1.45], [-1.07, -0.87, 0.56], [0.27, -0.41, -0.73], [0.78, 0.02, -0.28], [1.60, 1.11, -1.24], [2.47, 0.40, -0.39], [0.10, 0.17, -0.14], [-2.40, -0.97, 1.02], [-0.33, -0.24, 0.55], [-0.86, -0.25, 0.35], [-0.57, -0.18, -0.24], [1.71, 0.80, 0.84], [-0.12, 2.31, 1.47], [0.09, -1.96, -0.64], [0.06, -0.67, -0.25], [-0.23, -0.22, -0.79], [-1.25, -0.27, -0.16], [-0.19, 0.12, -0.06], [0.99, 0.66, -0.02], [-0.48, -0.80, -2.35], [0.30, -0.12, 1.16], [0.42, -1.06, 0.50], [-0.28, 0.65, -0.29], [0.09, 0.82, -0.47], [-0.21, 0.51, 0.63], [-0.85, -0.12, 0.30], [-0.36, -0.32, -0.48], [0.31, -0.28, 0.99], [-0.52, -0.59, 0.20], [-1.49, 0.76, -0.41], [-0.42, -0.02, 0.03], [1.04, 2.68, -4.59], [-0.52, -1.55, 2.22], [0.84, 0.21, -0.02], [0.38, -0.65, 0.21], [0.13, -0.36, 0.41], [-0.07, -0.57, 0.83], [0.37, -0.29, 0.62]], "spin_multiplicity": 2, "e_homo_ev": [-8.69, -8.69], "total_charge": -1}

***

Record 3
{"formula": "C5H12O3V", "method": "ωB97M-V/def2-TZVPD", "elements": ["H", "C", "O", "C", "O", "C", "C", "O", "C", "V", "H", "H", "H", "H", "H", "H", "H", "H", "H", "H", "H"], "positions_angstrom": [[-0.315008, 2.745501, 1.748224], [6.941695, 1.748933, 1.478572], [6.612972, 3.005821, 0.975599], [5.889401, 0.706900, 1.115071], [4.595001, 1.270975, 1.424472], [3.505152, 0.379721, 1.205308], [2.213713, 1.170332, 1.213350], [2.424313, 2.318871, 0.434976], [1.331455, 3.209892, 0.438544], [4.727938, 3.186229, 0.981424], [7.042576, 1.769959, 2.581944], [7.904529, 1.382454, 1.078210], [6.014629, -0.219707, 1.692489], [5.910578, 0.475338, 0.038067], [3.487174, -0.362806, 2.015124], [3.641809, -0.138955, 0.244132], [1.934698, 1.460487, 2.243112], [1.397786, 0.554208, 0.797245], [1.527000, 4.092781, -0.328878], [0.472253, 2.735523, -0.065025], [1.284310, 3.756149, 1.394548]], "forces_ev_per_a": [[-0.65, -0.21, 0.52], [0.55, -0.93, 0.53], [-1.85, 0.45, -0.11], [0.68, -0.56, -0.14], [-0.02, -0.49, 0.38], [-0.47, -0.62, -0.10], [-0.20, -0.67, 0.78], [1.38, 1.00, -0.37], [0.54, 2.79, -2.75], [0.55, 0.52, -0.60], [0.00, 0.11, -0.37], [-0.27, 0.21, 0.09], [0.01, 0.21, -0.15], [-0.05, 0.08, 0.27], [0.03, 0.11, -0.25], [0.05, 0.22, 0.20], [0.08, -0.09, -0.29], [0.26, 0.20, 0.13], [0.17, -1.77, 1.31], [-0.04, 0.13, 1.08], [-0.73, -0.70, -0.18]], "spin_multiplicity": 5, "e_homo_ev": [-13.00, -13.99], "total_charge": 1}

***

The calculated total energy results, record by record, are as follows: -50989.9810; -215774.9611; -37198.0693 eV.